[1]
Molecular formula: C69H158AsF6NOP4
Method: DFT, ωB97M-V/def2-TZVPD

Properties
- HOMO-LUMO gap: 10.0 eV
- LUMO energy: -6.82 eV
- HOMO energy: -16.78 eV
- Net charge: +4
- Molecular weight: 1330.84 g mol⁻¹

Geometry (Å):
As 0.596 2.175 1.336
F -0.002 0.941 0.219
F 0.216 3.599 0.179
F 1.051 3.265 2.655
F 0.877 0.801 2.471
F 2.311 2.043 0.727
F -1.090 2.255 1.973
C 5.991 2.196 0.777
N 5.854 2.224 2.373
C 7.282 2.050 2.911
C 5.261 3.606 2.772
C 4.828 1.128 2.738
C 4.210 1.089 4.131
O 5.152 1.202 5.195
H 6.415 1.236 0.483
H 6.478 3.039 0.285
H 4.960 2.211 0.423
H 7.924 2.787 2.427
H 7.519 0.997 2.757
H 7.318 2.181 3.992
H 4.355 3.573 2.167
H 6.038 4.282 2.414
H 5.294 3.532 3.859
H 5.345 0.185 2.560
H 4.043 1.151 1.982
H 3.497 0.265 4.168
H 3.531 1.940 4.085
H 5.473 0.360 5.527
C -2.716 1.703 6.573
C -1.274 1.129 6.797
C -0.741 0.221 5.716
C -1.322 -1.223 5.696
P -1.277 -2.027 4.039
C -2.376 -0.872 2.942
C -2.443 -1.405 1.455
C -3.474 -0.487 0.812
C -3.669 -0.971 -0.710
C -2.109 -3.723 4.168
C -3.648 -3.770 4.534
C -3.939 -4.018 6.037
C -3.430 -5.305 6.729
C 0.477 -2.198 3.649
C 0.908 -3.215 2.584
C 2.435 -3.293 2.412
C 3.023 -2.094 1.541
H -2.726 2.773 6.781
H -3.514 1.248 7.160
H -2.985 1.561 5.526
H -1.124 0.746 7.807
H -0.581 1.948 6.987
H 0.330 0.021 5.752
H -0.795 0.811 4.801
H -2.324 -1.105 6.109
H -0.813 -1.795 6.471
H -1.930 0.097 3.166
H -3.358 -0.790 3.407
H -2.675 -2.468 1.381
H -1.421 -1.323 1.084
H -3.098 0.533 0.884
H -4.433 -0.530 1.327
H -3.957 -2.015 -0.837
H -2.826 -0.722 -1.355
H -4.464 -0.289 -1.010
H -1.528 -4.353 4.842
H -1.986 -4.090 3.149
H -4.003 -4.688 4.066
H -4.221 -2.940 4.122
H -5.024 -4.049 6.136
H -3.432 -3.212 6.567
H -4.088 -6.016 7.227
H -2.587 -5.002 7.350
H -3.051 -6.028 6.007
H 0.975 -2.543 4.555
H 0.942 -1.295 3.254
H 0.441 -3.053 1.612
H 0.612 -4.219 2.890
H 2.630 -4.245 1.918
H 2.961 -3.267 3.366
H 2.507 -1.998 0.585
H 4.074 -2.328 1.373
H 2.859 -1.108 1.976
C -1.088 8.901 -1.123
C -1.143 8.995 0.349
C -0.832 7.699 1.044
C -2.097 6.726 1.035
P -2.890 6.583 2.647
C -3.428 8.279 3.136
C -4.608 8.967 2.283
C -6.028 8.584 2.613
C -6.983 9.619 2.570
C -4.209 5.330 2.435
C -3.776 3.935 2.128
C -4.892 2.891 2.162
C -5.554 2.777 0.675
C -1.638 6.139 3.875
C -2.253 5.710 5.285
C -1.400 5.503 6.498
C -0.110 4.737 6.281
H -1.634 9.691 -1.639
H -1.523 7.959 -1.458
H -0.032 8.918 -1.393
H -2.140 9.298 0.669
H -0.467 9.762 0.726
H -0.612 7.979 2.075
H 0.047 7.373 0.488
H -1.741 5.746 0.717
H -2.900 7.078 0.388
H -2.531 8.873 2.966
H -3.638 8.359 4.202
H -4.495 8.901 1.200
H -4.455 10.042 2.373
H -5.913 8.418 3.684
H -6.242 7.710 1.998
H -6.736 10.584 3.013
H -7.938 9.332 3.010
H -7.141 9.935 1.539
H -4.743 5.713 1.565
H -4.867 5.399 3.301
H -3.025 3.666 2.870
H -3.413 3.957 1.100
H -5.589 3.210 2.936
H -4.491 1.888 2.312
H -4.799 2.254 0.088
H -5.773 3.753 0.241
H -6.440 2.150 0.584
H -1.025 7.039 3.825
H -1.022 5.358 3.431
H -2.749 4.758 5.098
H -3.033 6.408 5.590
H -1.978 5.112 7.335
H -1.263 6.552 6.761
H 0.439 4.766 7.223
H 0.618 5.128 5.570
H -0.093 3.660 6.115
C 5.154 1.760 -8.819
C 5.220 0.319 -8.344
C 5.427 0.028 -6.842
C 4.170 0.345 -6.020
P 4.168 -0.013 -4.184
C 2.712 0.728 -3.440
C 2.586 2.213 -3.564
C 1.443 2.728 -2.694
C 0.789 4.055 -3.136
C 4.081 -1.811 -3.744
C 4.134 -2.054 -2.264
C 3.917 -3.634 -2.010
C 5.211 -4.530 -2.030
C 5.606 0.726 -3.241
C 6.866 -0.192 -3.522
C 8.170 0.588 -3.289
C 9.416 -0.277 -3.089
H 4.768 1.929 -9.824
H 6.120 2.264 -8.787
H 4.574 2.393 -8.147
H 5.960 -0.144 -8.997
H 4.294 -0.095 -8.742
H 6.254 0.611 -6.438
H 5.700 -1.026 -6.796
H 3.386 -0.172 -6.574
H 4.059 1.429 -6.037
H 2.824 0.287 -2.449
H 1.991 0.157 -4.024
H 2.390 2.436 -4.612
H 3.512 2.704 -3.265
H 1.931 2.758 -1.720
H 0.645 1.990 -2.781
H 0.569 4.033 -4.204
H 1.512 4.857 -2.990
H -0.205 4.243 -2.729
H 4.846 -2.410 -4.238
H 3.166 -2.080 -4.273
H 3.422 -1.550 -1.610
H 5.017 -1.784 -1.685
H 3.170 -4.041 -2.692
H 3.420 -3.667 -1.040
H 5.418 -4.872 -3.044
H 4.766 -5.441 -1.630
H 6.017 -4.135 -1.412
H 5.363 0.762 -2.179
H 5.825 1.749 -3.547
H 6.907 -0.632 -4.519
H 6.848 -1.010 -2.801
H 8.100 1.035 -2.297
H 8.247 1.410 -4.000
H 9.654 -0.661 -4.081
H 9.282 -0.937 -2.232
H 10.324 0.307 -2.937
C -5.668 -5.975 -0.097
C -4.132 -5.910 0.385
C -3.119 -6.300 -0.745
C -3.486 -5.703 -2.147
P -2.118 -5.963 -3.391
C -1.729 -7.715 -3.418
C -0.872 -8.165 -4.591
C -0.313 -9.593 -4.493
C 0.286 -10.100 -5.818
C -0.539 -5.061 -2.975
C -0.825 -3.638 -2.422
C 0.402 -2.700 -2.275
C 0.103 -1.206 -1.959
C -2.670 -5.236 -5.043
C -4.056 -5.667 -5.513
C -4.490 -5.093 -6.822
C -5.815 -5.736 -7.225
H -5.746 -6.972 -0.531
H -5.947 -5.142 -0.742
H -6.251 -5.875 0.819
H -3.909 -6.502 1.273
H -3.832 -4.876 0.552
H -3.134 -7.389 -0.709
H -2.095 -6.055 -0.464
H -3.613 -4.627 -2.027
H -4.343 -6.258 -2.529
H -2.646 -8.303 -3.384
H -1.235 -8.107 -2.529
H -0.030 -7.488 -4.738
H -1.487 -8.082 -5.487
H -1.184 -10.224 -4.314
H 0.407 -9.678 -3.679
H 0.023 -11.157 -5.852
H 1.356 -10.051 -6.021
H -0.170 -9.726 -6.734
H 0.075 -4.963 -3.871
H 0.066 -5.741 -2.375
H -1.218 -3.645 -1.405
H -1.591 -3.258 -3.098
H 1.080 -2.671 -3.127
H 0.980 -3.080 -1.432
H 0.864 -0.732 -1.340
H -0.769 -0.878 -1.394
H -0.011 -0.589 -2.850
H -1.973 -5.603 -5.797
H -2.749 -4.154 -5.146
H -4.742 -5.392 -4.712
H -3.997 -6.749 -5.626
H -3.684 -5.387 -7.494
H -4.483 -4.011 -6.688
H -6.054 -5.737 -8.289
H -6.501 -5.167 -6.597
H -5.836 -6.786 -6.935

---

[2]
Molecular formula: C2H3N3O
Method: DFT, ωB97M-V/def2-TZVPD

Properties
- ΔE to the lowest compared entry with this formula, charge and spin: 86.4 kcal per mole
- HOMO-LUMO gap: 9.6 eV
- LUMO energy: 0.44 eV
- HOMO energy: -9.15 eV
- Molecular weight: 85.07 g mol⁻¹

Geometry (Å):
C 1.003 -0.140 -0.146
C -1.051 0.553 0.115
H 2.369 0.786 0.301
H -1.989 1.070 0.120
H -1.898 -1.241 -0.159
N 2.207 -0.187 0.102
N 0.186 1.147 -0.245
N -1.112 -0.696 0.059
O 0.284 -1.293 -0.148

---

[3]
Molecular formula: C3H17N2O3
Method: DFT, ωB97M-V/def2-TZVPD

Properties
- ΔE to the lowest compared entry with this formula, charge and spin: 11.8 kcal per mole
- HOMO-LUMO gap (alpha / beta): 12.1 / 5.9 eV
- LUMO energy (alpha / beta): -6.65 / -12.84 eV
- HOMO energy (alpha / beta): -18.77 / -18.76 eV
- Net charge: +2
- ⟨S²⟩: 0.75
- Molecular weight: 129.18 g mol⁻¹
- Spin multiplicity: 2

Geometry (Å):
C 1.449 0.838 -1.530
C 2.121 0.337 -0.209
C 1.813 1.083 1.121
N 0.403 0.999 1.376
N -0.019 1.014 -1.472
H 1.811 0.120 -2.294
H 1.919 1.850 -1.566
H 1.908 -0.740 -0.045
H 3.200 0.376 -0.467
H 2.401 0.575 1.924
H 2.037 2.133 0.888
H 0.127 0.084 1.809
H -0.282 1.154 -0.425
H 0.101 1.752 2.001
H -0.619 0.227 -1.870
H -0.317 1.847 -1.995
H -3.908 -0.949 -0.468
H -2.993 -0.705 0.779
O -3.001 -0.788 -0.180
H -1.670 -1.481 -1.091
H -1.774 -1.403 -2.635
O -1.135 -1.356 -1.911
H -0.589 -2.358 2.311
H 0.247 -1.539 3.255
O -0.471 -1.441 2.611

---

[4]
Molecular formula: C3H6ClNO
Method: DFT, ωB97M-V/def2-TZVPD

Properties
- ΔE to the lowest compared entry with this formula, charge and spin: 74.1 kcal per mole
- HOMO-LUMO gap: 9.4 eV
- LUMO energy: 0.72 eV
- HOMO energy: -8.65 eV
- Molecular weight: 107.54 g mol⁻¹

Geometry (Å):
C -2.479 0.079 -0.486
C 1.465 1.029 0.036
C 1.647 -0.496 -0.237
N -1.652 -0.673 0.235
O 1.067 -1.511 0.060
Cl -4.078 0.195 0.165
H 0.858 1.345 -0.748
H 0.862 1.168 0.967
H 2.485 1.512 0.130
H 2.503 -0.450 -0.812
H -1.943 -1.357 0.957
H -0.734 -0.841 -0.268

---

[5]
Molecular formula: C5H12O
Method: DFT, ωB97M-V/def2-TZVPD

Properties
- ΔE to the lowest compared entry with this formula, charge and spin: 64.1 kcal per mole
- HOMO-LUMO gap (alpha / beta): 9.1 / 5.3 eV
- LUMO energy (alpha / beta): -5.27 / -9.09 eV
- HOMO energy (alpha / beta): -14.37 / -14.34 eV
- Net charge: +1
- ⟨S²⟩: 0.76
- Molecular weight: 88.15 g mol⁻¹
- Spin multiplicity: 2

Geometry (Å):
C 1.296 1.691 -0.168
C 0.324 2.668 0.557
C -1.105 2.152 0.487
H 1.190 1.862 -1.285
H 2.367 1.653 0.289
H 0.788 0.709 -0.016
H 0.535 2.602 1.646
H 0.541 3.653 0.074
H -1.811 2.711 1.257
H -1.220 1.110 1.050
H -1.383 2.027 -0.491
C -1.124 -1.494 -0.159
C 0.065 -2.109 -0.013
O 0.458 -3.160 -0.861
H -1.519 -1.099 0.829
H -1.722 -1.749 -0.992
H 0.832 -1.835 0.721
H 0.995 -3.812 -0.412

---

[6]
Molecular formula: C5H25BClNO8
Method: DFT, ωB97M-V/def2-TZVPD

Properties
- ΔE to the lowest compared entry with this formula, charge and spin: 174.2 kcal per mole
- HOMO-LUMO gap: 4.5 eV
- LUMO energy: -2.50 eV
- HOMO energy: -6.97 eV
- Molecular weight: 273.52 g mol⁻¹

Geometry (Å):
O 15.347 -7.129 -3.676
H 15.699 -6.829 -2.835
H 14.648 -6.549 -3.988
H 16.078 -7.200 -4.294
O 20.896 -11.127 -7.243
H 21.224 -11.137 -8.145
H 21.389 -11.754 -6.709
H 20.914 -10.244 -6.866
Cl 17.811 -12.855 -1.092
O 16.999 -12.902 -2.218
O 17.732 -14.073 -0.289
O 19.222 -12.565 -1.326
O 17.457 -11.733 -0.308
B 20.207 -6.738 -5.077
H 19.910 -7.266 -4.185
H 20.441 -5.730 -4.772
H 21.087 -7.141 -5.554
H 19.420 -6.784 -5.815
C 14.858 -3.304 1.196
O 15.645 -4.418 0.699
H 13.977 -3.524 1.799
H 15.485 -2.654 1.805
H 14.442 -2.628 0.449
H 16.145 -4.711 1.464
C 12.415 -5.282 -8.261
C 11.336 -5.691 -7.190
C 10.942 -7.116 -7.308
O 12.126 -7.881 -7.333
C 11.806 -9.255 -7.217
N 11.710 -5.306 -5.859
H 12.366 -4.194 -8.298
H 12.101 -5.515 -9.278
H 13.430 -5.645 -8.098
H 10.454 -5.097 -7.431
H 10.438 -7.284 -8.260
H 10.232 -7.422 -6.540
H 11.164 -9.526 -6.378
H 12.759 -9.736 -7.000
H 11.262 -9.583 -8.102
H 12.078 -4.370 -5.952
H 10.879 -5.178 -5.299

---

Number 1: DFT total energy -191921.9575 eV, F_max 4.69 eV/A. Number 2: DFT total energy -8636.7497 eV, F_max 8.11 eV/A. Number 3: DFT total energy -12490.8218 eV, F_max 3.68 eV/A. Number 4: DFT total energy -19265.5509 eV, F_max 3.84 eV/A. Number 5: DFT total energy -7415.5152 eV, F_max 5.89 eV/A. Number 6: DFT total energy -36639.1271 eV, F_max 5.95 eV/A.